1.
{
  "formula": "C14H15AuN5O2S",
  "method": "wB97M-V/def2-TZVPD",
  "total_energy_ev": -40822.71115,
  "total_charge": 1,
  "orbital_gap_ev": 5.498,
  "e_above_lowest_kj_mol": 0.00,
  "elements": ["N", "S", "N", "H", "Au", "C", "H", "N", "C", "N", "C", "H", "H", "H", "O", "C", "C", "H", "C", "H", "C", "C", "C", "H", "H", "C", "H", "O", "C", "C", "H", "C", "H", "H", "C", "H", "H", "N"],
  "xyz": [[-0.37921, -2.03365, -1.95513], [2.74796, -2.53753, -2.21163], [1.50370, -1.28268, 2.22544], [3.49108, -2.29298, 6.96819], [1.07111, -1.71471, -0.56935], [3.89957, -2.17271, 4.86788], [-2.95000, -3.76555, -1.70866], [0.28523, -0.97479, 2.15507], [3.90677, 1.12175, -2.71421], [2.56891, -0.70728, -4.10789], [-2.26125, -3.67833, -2.55605], [1.59733, -0.12291, -6.33137], [-0.89876, -4.95859, -3.67084], [1.77180, 1.63591, -6.11345], [-0.28177, -0.92020, 1.02870], [2.79610, 0.45763, -4.67662], [2.06232, -1.49657, 3.49960], [4.45673, 1.80862, -2.08411], [2.27864, 0.67505, -6.05390], [-2.81155, -3.26124, -3.40363], [-1.66836, -5.05127, -2.90878], [-1.23537, -2.76586, -2.19622], [1.77824, -1.62777, 5.86877], [-2.45683, -5.70034, -3.28541], [1.16151, -1.52286, 6.74713], [3.00724, -0.97193, -2.88317], [4.92498, -2.49240, 4.96464], [2.27226, -1.47086, 1.17076], [3.09585, -2.05250, 5.99255], [1.25132, -1.34610, 4.62605], [0.22806, -1.02542, 4.51035], [3.39188, -1.89171, 3.61342], [3.11013, 0.68772, -6.75873], [3.99913, -1.98292, 2.72477], [3.50441, 1.45504, -3.99500], [-1.22296, -5.51092, -2.02948], [3.72127, 2.40776, -4.44714], [3.67219, -0.05534, -2.18404]]
}

---

2.
{
  "formula": "C4H6O2",
  "method": "wB97M-V/def2-TZVPD",
  "total_energy_ev": -8335.94485,
  "orbital_gap_ev": 9.229,
  "e_above_lowest_kj_mol": 435.76,
  "elements": ["C", "O", "H", "C", "H", "H", "H", "C", "O", "H", "H", "C"],
  "xyz": [[-1.58814, -0.35554, 0.92455], [3.14234, 0.53366, -0.05524], [-1.31770, -2.36314, 0.32988], [1.98036, 0.18171, -0.01736], [0.18203, 2.20915, -1.59395], [1.62349, -0.61389, 0.66591], [-1.13424, -1.09599, -1.00814], [1.04355, 0.65386, -1.07139], [0.69233, 1.88996, -0.83495], [-1.78397, -0.57250, 1.97203], [-1.61760, 0.69034, 0.63211], [-1.33948, -1.31521, 0.03905]]
}

---

3.
{
  "formula": "CH2NOS3",
  "method": "wB97M-V/def2-TZVPD",
  "total_energy_ev": -37113.67124,
  "total_charge": -1,
  "orbital_gap_ev": [5.573, 5.574],
  "e_above_lowest_kj_mol": 107.16,
  "elements": ["S", "C", "S", "H", "O", "H", "N", "S"],
  "xyz": [[-1.12012, -0.75974, 0.19828], [1.67815, -0.70228, -0.37873], [2.01861, -1.96386, -1.17736], [-0.00245, 1.17688, -0.12164], [1.99047, 0.40704, -0.06867], [-1.68470, 1.43407, -0.00863], [-1.01309, 0.91808, -0.48334], [-1.86687, -0.51020, 2.04009]]
}

---

4.
{
  "formula": "C6H10N3",
  "method": "wB97M-V/def2-TZVPD",
  "total_energy_ev": -10842.20185,
  "total_charge": 1,
  "orbital_gap_ev": [7.380, 8.365],
  "e_above_lowest_kj_mol": 584.79,
  "elements": ["H", "H", "C", "H", "N", "H", "N", "H", "C", "C", "C", "H", "C", "H", "H", "N", "C", "H", "H"],
  "xyz": [[-1.00046, -2.54863, -0.37282], [-2.08179, -1.28915, 0.28788], [-0.20905, -0.65520, -0.09877], [1.15398, -3.00904, -0.28677], [-0.67596, 0.55360, -0.21232], [-0.90459, 2.36466, 1.75519], [2.03431, 0.11954, -0.31900], [-0.72779, -2.19770, 1.24984], [-0.27075, 2.82034, -0.08463], [1.18506, -0.78100, -0.39963], [-0.74677, 3.11795, 1.11968], [-1.56624, 0.72031, 0.35308], [-1.08884, -1.70672, 0.36192], [-0.77383, 4.17459, 1.42893], [2.70267, -2.40042, -0.83142], [-0.03840, 1.64545, -0.56666], [1.63998, -2.22219, -0.82560], [0.09871, 3.63789, -0.69296], [1.26978, -2.34429, -1.86592]]
}

---

5.
{
  "formula": "C22H31AsMnN5O4S2",
  "method": "wB97M-V/def2-TZVPD",
  "total_energy_ev": -152786.80949,
  "spin_multiplicity": 5,
  "orbital_gap_ev": [6.767, 7.222],
  "e_above_lowest_kj_mol": 0.00,
  "elements": ["H", "H", "C", "H", "C", "C", "N", "H", "O", "H", "H", "H", "H", "H", "C", "C", "N", "S", "H", "H", "H", "C", "H", "H", "H", "H", "C", "H", "C", "H", "H", "N", "O", "H", "C", "C", "As", "H", "C", "C", "C", "S", "C", "C", "C", "C", "C", "H", "O", "H", "C", "H", "C", "H", "N", "H", "C", "H", "H", "O", "H", "H", "H", "N", "Mn", "C"],
  "xyz": [[0.28203, 4.14945, 1.73019], [-0.18447, -3.89655, 3.80340], [0.79221, -4.56968, 1.29283], [-1.54953, -2.66644, 3.65334], [2.45163, 3.42511, -1.37763], [1.20034, 2.78024, -1.19891], [1.30569, 0.20230, -1.51406], [-3.05915, 1.90565, 0.48013], [-0.75657, 1.37531, -2.24299], [1.77408, 5.69003, 2.56472], [0.88024, -4.94637, 0.27268], [-2.43925, -4.42470, 1.80150], [2.61338, -0.20385, 1.83722], [0.15869, -2.12778, 3.68561], [3.06250, -1.44186, -1.01189], [-0.59186, 0.59741, 1.79251], [-1.53738, -0.53402, -0.08991], [0.68902, 1.45679, -2.27620], [3.35698, 0.53855, -2.03558], [2.42813, 1.12662, 4.06723], [-2.12686, -4.24021, 0.01385], [2.89966, 4.34571, -0.45697], [1.78850, -4.22979, 1.69067], [-3.36306, 1.19572, 2.16398], [-0.56859, 2.64916, 0.00326], [2.58024, -0.68771, -2.94481], [-1.74219, 0.24907, 0.89317], [3.40134, 4.85492, 2.52864], [-3.07177, 0.97346, 1.13536], [-1.71802, -0.81542, -5.21533], [-2.00716, -3.10572, -4.05886], [-2.92093, -1.73608, -2.94614], [1.36088, 1.64529, -3.53168], [-2.90112, -2.88869, 0.98262], [0.40475, 3.08488, -0.10157], [-0.79149, 1.34386, 2.98452], [-0.34182, -3.02300, 1.40770], [2.96235, 3.10382, -2.27793], [2.14276, 4.56816, 0.74192], [2.64434, 5.40381, 1.92637], [-0.55101, -2.90346, 3.37431], [-0.59087, -2.57995, -2.09132], [-2.84397, -2.46479, -4.25282], [1.55898, 0.97093, 3.41839], [-2.08033, -1.62911, -1.95011], [0.32760, 1.55005, 3.74401], [-2.14241, -3.71914, 1.02494], [3.79678, 4.86503, -0.62403], [4.11903, -1.96752, -1.12160], [-3.70737, -3.03011, -4.48492], [2.62154, -0.28808, -1.90927], [-1.71012, 1.74798, 3.20215], [0.88112, 4.01186, 0.84446], [0.48720, -5.40356, 1.95396], [-2.48383, -0.79990, -1.05113], [-3.61501, -0.95901, -2.88848], [1.66831, 0.28220, 2.19620], [0.38873, 2.17877, 4.64658], [-2.08151, -2.17839, -6.27086], [2.16147, -1.89133, -0.13567], [3.17375, 6.37876, 1.66542], [-3.85146, 0.40259, 0.66497], [-3.53091, -1.03056, -5.77573], [0.63230, 0.10316, 1.42062], [0.44209, -1.23085, -0.32670], [-2.57860, -1.54298, -5.44632]]
}